No. 1
8
Properties=species:S:1:pos:R:3:forces:R:3 method="wB97M-V/def2-TZVPD" de_lowest_kcal_mol=133.67 gap_ha="0.19858 / 0.27322" total_charge=0 multiplicity=3 s2=2.011 mol_weight_g_mol=56.07
C -0.077908 -0.806506 0.225377 -0.575 -2.702 0.752
C -0.129775 0.294810 -0.749836 2.099 -0.959 -2.042
N 0.193784 1.439191 0.266494 0.031 2.849 1.955
N -0.844324 0.370541 0.525024 1.172 0.001 1.262
H -0.626365 -1.647913 -0.150841 -0.462 -0.469 0.469
H 0.861422 -1.024425 0.809609 -0.822 0.292 -0.759
H -0.410328 0.259943 -1.765490 -0.352 0.412 -0.796
H 1.033494 1.114359 0.839664 -1.091 0.577 -0.841

No. 2
9
Properties=species:S:1:pos:R:3:forces:R:3 method="wB97M-V/def2-TZVPD" de_lowest_kcal_mol=52.16 gap_ha=0.37560 total_charge=0 multiplicity=1 mol_weight_g_mol=72.07
C -1.779908 -0.651773 0.081164 2.335 3.209 -1.618
N -1.176286 0.502764 -0.229107 -1.517 -2.225 0.966
N 0.091032 0.891799 0.254542 1.260 1.953 -0.544
C 1.312279 0.198832 -0.023930 -0.227 2.282 -1.234
O 1.506525 -0.969549 -0.046237 -0.287 -0.863 0.248
H -2.711930 -0.806198 -0.497001 0.599 0.119 0.725
H -1.332250 -1.438448 0.678362 -0.001 0.028 0.111
H 0.298350 1.985739 0.101494 -1.241 -3.479 0.170
H 2.096180 0.971006 -0.434402 -0.921 -1.024 1.177

No. 3
9
Properties=species:S:1:pos:R:3:forces:R:3 method="wB97M-V/def2-TZVPD" de_lowest_kcal_mol=80.44 gap_ha=0.40878 total_charge=0 multiplicity=1 mol_weight_g_mol=72.07
C -0.410256 -0.795033 0.975914 -3.560 2.196 2.716
N 0.435383 -1.060451 0.117937 1.294 -0.321 -2.493
O 0.240559 -0.320526 -1.080812 -1.270 0.711 1.237
H -1.289429 -0.012435 1.118687 1.921 -1.264 -1.622
H -0.405102 -1.327893 1.908234 0.802 -0.683 0.158
H 0.886445 -0.516182 -1.740808 1.150 -0.951 0.000
C -1.287363 1.711167 -1.543333 -0.252 1.076 -0.272
N -2.197207 1.558778 -0.874751 -0.591 -0.415 0.482
H -0.570346 2.159433 -2.180027 0.505 -0.349 -0.207

No. 4
9
Properties=species:S:1:pos:R:3:forces:R:3 method="wB97M-V/def2-TZVPD" de_lowest_kcal_mol=9.39 gap_ha=0.39296 total_charge=0 multiplicity=1 mol_weight_g_mol=72.07
H 1.166729 1.243861 -1.808120 0.310 0.017 -0.457
N 0.531619 1.053020 -1.056631 0.143 -0.617 0.578
C 0.484862 -0.186421 -0.786844 -0.591 -0.918 -1.257
N -0.329790 -0.694708 0.208616 0.264 2.978 1.055
C -0.678010 0.187425 1.245814 -1.432 0.003 1.615
O -1.401387 -0.131410 2.205720 2.021 0.794 -2.475
H 0.880078 -1.051557 -1.366070 0.391 0.884 0.070
H -0.427303 -1.661056 0.313206 -0.269 -1.428 0.311
H -0.226798 1.240846 1.044307 -0.836 -1.713 0.560